Below is a cluster of 7 separate species, C34H51F6NO21 in total, with properties calculated with ωB97M-V/def2-TZVPD.

```
113
Properties=species:S:1:pos:R:3:forces:R:3
C -7.02710 -0.00342 -5.75741 0.02 -0.62 -0.50
C -6.95544 -1.37138 -4.84895 0.53 -0.59 0.65
C -5.39521 -1.79436 -4.41956 -0.99 -1.40 0.48
C -4.56854 -2.42709 -5.68569 -0.09 0.79 -0.96
C -2.98516 -2.01147 -5.76327 0.40 -0.74 -0.52
C -2.21634 -1.91786 -4.31867 1.18 -0.24 -0.25
C -1.59451 -0.41162 -4.12255 0.12 0.10 -0.12
C -2.67551 0.81112 -4.27495 0.64 1.41 0.21
C -3.03361 1.53105 -2.81149 0.42 -0.45 -0.38
C -3.32299 0.44553 -1.61608 0.88 0.90 0.94
C -4.59143 0.97681 -0.72376 -0.02 -0.23 0.26
C -4.66957 0.26559 0.78805 -2.65 0.54 -0.77
O -3.70072 -0.83294 0.93933 2.37 2.67 3.23
C -2.55475 -0.45566 1.78147 5.92 -1.81 -2.34
O -1.32501 -0.75783 1.31427 -7.97 1.77 2.94
O -2.63601 0.17497 3.11930 -0.65 -0.22 -3.87
C -2.12256 1.55513 2.93665 1.05 2.20 -0.21
C -2.33202 2.51436 4.25233 -0.25 -0.80 0.31
C -1.54226 3.95139 4.10042 -0.58 -0.12 0.26
N -1.47933 4.35702 2.63845 -0.35 1.14 0.81
H -7.45778 -0.25005 -6.83173 0.96 0.51 2.17
H -7.74763 0.80760 -5.29825 1.68 -1.58 -0.76
H -5.91952 0.38442 -5.88971 -2.39 -0.45 0.28
H -7.40750 -2.33059 -5.38846 0.89 2.21 0.96
H -7.55712 -1.25467 -3.84380 1.13 -0.08 -2.03
H -5.53970 -2.68636 -3.63937 0.38 1.97 -1.49
H -4.83807 -0.94718 -3.83308 -1.08 -1.47 -1.43
H -5.07962 -1.98702 -6.67046 1.08 -1.06 1.99
H -4.65616 -3.61265 -5.76288 0.03 2.64 0.45
H -2.80887 -1.01704 -6.39944 -0.56 -2.06 1.59
H -2.44549 -2.86704 -6.39492 -1.16 1.86 1.30
H -2.84794 -2.30894 -3.39908 1.08 1.03 -2.00
H -1.27845 -2.65388 -4.38380 -2.02 1.57 0.26
H -0.76467 -0.28104 -4.96399 -1.76 -0.32 1.73
H -1.03891 -0.28040 -3.08493 -1.16 -0.44 -2.09
H -2.12406 1.66426 -4.90120 -1.33 -1.77 1.20
H -3.64412 0.55035 -4.87763 1.88 0.28 1.26
H -2.06286 2.15485 -2.51158 -2.14 -1.26 -0.57
H -3.93937 2.26931 -2.90970 1.99 -1.60 0.04
H -2.36944 0.47697 -0.90041 -2.08 -0.28 -1.51
H -3.40631 -0.67240 -1.97769 -0.16 2.38 0.70
H -5.61396 0.77356 -1.30195 2.23 0.42 1.29
H -4.52333 2.14298 -0.54653 0.03 -2.35 -0.55
H -4.64239 1.05114 1.65975 0.31 -1.66 -1.70
H -5.76032 -0.21719 0.82672 2.54 0.79 0.19
H -2.70334 2.06761 2.03811 1.42 -1.11 1.78
H -0.96268 1.53299 2.71499 -2.48 -0.14 0.21
H -3.49041 2.63365 4.42881 2.29 0.00 -0.34
H -1.89924 1.97923 5.19873 -0.86 0.88 -1.78
H -0.45265 3.85927 4.55117 -2.27 0.14 -1.13
H -2.11852 4.79788 4.67600 1.11 -1.86 -0.57
H -2.43454 4.72252 2.34557 1.66 -0.57 0.57
H -0.82737 5.17896 2.58754 -0.96 -1.04 -0.09
O 4.35174 -4.10337 1.28163 -2.48 1.01 0.68
C 3.26739 -3.63512 1.58626 2.59 -0.95 -1.22
O 2.62212 -2.66475 0.86968 0.92 -0.90 0.57
C 1.35503 -2.49838 1.47364 -0.86 1.03 -0.56
C 1.58908 -2.99697 2.85868 -0.57 -0.13 0.51
F 0.46860 -3.55933 3.36457 -0.18 -0.10 0.33
O 2.55474 -4.00913 2.68577 0.55 0.47 -0.52
H 0.61287 -3.09204 0.92944 0.01 -0.03 0.29
H 1.04685 -1.44953 1.45568 0.17 -0.21 -0.07
H 1.97066 -2.23832 3.55032 -0.20 -0.15 -0.05
O -5.15210 3.50791 -4.06669 -1.83 0.74 -2.24
C -5.86589 3.80591 -5.00986 1.95 -0.96 1.91
O -5.64305 3.40283 -6.29801 -0.10 0.21 1.23
C -6.75446 3.84327 -7.05216 0.12 -0.39 -1.17
C -7.27304 4.97525 -6.23278 -0.62 0.43 0.03
F -8.61499 5.08412 -6.35521 -0.30 0.21 -0.01
O -6.97787 4.58709 -4.91025 0.86 -0.26 -0.29
H -7.47545 3.02449 -7.14796 -0.12 0.21 0.12
H -6.44848 4.16012 -8.05284 0.15 -0.09 0.23
H -6.79943 5.93904 -6.44803 -0.18 -0.05 0.06
O -3.72477 5.73124 -6.13916 2.73 -0.39 0.13
C -2.52712 5.52415 -6.03607 -3.01 0.14 -0.44
O -1.93990 4.30415 -6.23157 -0.72 0.97 0.21
C -0.54460 4.51491 -6.14993 0.67 -1.07 -0.25
C -0.45298 5.76316 -5.34050 0.61 0.57 0.08
F 0.62730 6.49244 -5.69936 0.20 0.18 0.14
O -1.61208 6.47784 -5.70462 -0.52 -0.80 0.10
H -0.13583 4.63339 -7.15902 0.05 0.22 0.18
H -0.04789 3.66887 -5.66735 -0.27 0.05 -0.06
H -0.44787 5.59679 -4.25799 0.11 0.15 -0.09
O 2.56077 0.09053 3.90350 1.17 -0.54 2.39
C 3.08160 -0.15018 4.97991 -0.85 0.77 -2.63
O 4.40438 -0.46025 5.13988 -1.23 0.20 -0.46
C 4.63123 -0.53549 6.53302 1.28 -0.32 0.39
C 3.26942 -0.82118 7.06738 -0.26 0.13 0.88
F 3.10871 -0.27650 8.29423 -0.16 -0.10 0.19
O 2.41538 -0.15066 6.16854 0.46 -0.34 -0.82
H 5.03358 0.41950 6.88728 -0.25 -0.08 0.14
H 5.34622 -1.32749 6.77159 -0.23 0.20 -0.23
H 3.01231 -1.88543 7.09515 -0.06 0.13 0.15
O 7.70346 -1.51466 9.74970 0.80 -1.24 -2.64
C 8.05781 -2.01114 8.69338 -0.43 1.10 3.32
O 9.30825 -2.51663 8.46455 -1.06 0.63 0.31
C 9.27064 -3.10978 7.18209 1.10 -0.60 -0.37
C 8.13898 -2.39365 6.52772 -0.37 -0.31 -0.71
F 7.50422 -3.19845 5.64622 -0.16 0.08 -0.26
O 7.25907 -2.12289 7.59511 0.69 0.23 0.37
H 9.08895 -4.18489 7.28470 -0.16 0.12 -0.15
H 10.21675 -2.96272 6.65423 -0.12 0.05 0.27
H 8.42396 -1.45607 6.03859 -0.15 -0.12 -0.10
O 11.04344 -6.55494 7.14479 1.26 1.33 -2.41
C 11.59236 -6.05351 6.17777 -1.67 -1.88 2.38
O 11.90104 -6.73451 5.03217 -0.20 0.43 1.08
C 12.39897 -5.77644 4.11997 0.23 -0.51 -1.17
C 12.87300 -4.68785 5.02107 0.18 0.78 -0.17
F 12.74068 -3.47975 4.42892 0.14 0.29 0.01
O 11.97978 -4.74892 6.10980 0.17 -0.76 -0.05
H 11.59070 -5.45410 3.45500 0.13 0.21 0.14
H 13.20635 -6.19530 3.51328 -0.17 -0.09 0.20
H 13.89979 -4.81712 5.37953 -0.08 0.20 -0.04
```
Forces are in eV/Å.

Calculated values
* E_HOMO: -9.69 eV
* structure (SMILES): CCCCCCCCCCCCOC(=O)OCCCN.O=C1OC[C@@H](F)O1.O=C1OC[C@@H](F)O1.O=C1OC[C@@H](F)O1.O=C1OC[C@@H](F)O1.O=C1OC[C@@H](F)O1.O=C1OC[C@@H](F)O1
* gap between HOMO and LUMO: 10.065 eV
* molecular weight: 923.76 g/mol
* LUMO energy: 0.376 eV
* E: -3559.87015 a.u.